P:
58
Properties=species:S:1:pos:R:3:nbo_charge:R:1 method="wB97M-V/def2-TZVPD" charge=+1 homo_energy_ev=-13.03 homo_lumo_gap_ev=10.01 e_lumo_ev=-3.02
O -0.52794 -4.14222 -1.10263 -0.952
O -4.21108 -0.93435 1.08222 -0.910
O 0.10709 3.02091 -2.94771 -0.964
O 1.14283 1.73014 2.99201 -0.974
O 2.07403 -3.23537 2.65151 -0.927
O 2.67331 0.17460 -1.57576 -0.924
O -3.22471 1.98036 0.13187 -0.968
O -2.44789 -1.85113 -3.21353 -0.993
O -0.28917 -0.22853 2.60189 -0.947
O 2.23084 -0.90480 3.67558 -0.963
O 2.22334 -1.23764 0.68215 -0.990
O -3.18676 0.25819 -1.75295 -1.024
O 0.56423 4.70940 -0.25350 -0.989
O 0.17876 -1.61476 -2.57133 -0.986
O 1.22280 0.48454 -4.09550 -0.983
O -0.90525 3.21324 1.36042 -1.012
O -1.28007 -1.99072 0.73694 -0.926
O 3.90665 0.81456 2.23762 -0.985
O 0.16229 0.02772 -0.43416 -0.961
H 3.68801 0.21282 1.61380 0.490
H 0.71426 4.27875 -1.20454 0.521
H 0.08457 0.65107 2.28644 0.530
H 0.06010 -0.93497 -1.85651 0.475
H -0.60269 2.42424 -2.73691 0.450
H 0.80256 2.59347 2.90652 0.509
H 1.34040 -2.84573 2.28549 0.448
H -2.22831 1.82608 0.30087 0.494
H -3.84559 0.43380 -2.54743 0.470
H -1.17248 -4.01988 -1.70052 0.470
H 1.37694 -0.03194 -3.32083 0.487
H -0.56125 -2.08975 -2.81177 0.497
H 4.61808 1.44821 2.06086 0.506
H 0.57158 -0.31992 3.38775 0.599
H -0.75349 0.30709 -0.61294 0.496
H -3.05990 -1.88681 -4.02306 0.486
H 2.31417 -0.75869 -0.26811 0.505
H -3.78584 1.66101 1.04614 0.510
H -1.09433 3.74880 2.08456 0.491
H -5.02978 -0.82372 0.95674 0.452
H 2.98373 -0.97541 3.12748 0.503
H 1.78265 -1.94549 0.53230 0.450
H 1.46235 5.04866 0.01270 0.489
H -3.60622 1.17656 -1.30192 0.524
H -0.33282 3.50262 0.69920 0.510
H 0.16530 2.16190 -3.58953 0.505
H -1.93016 -2.66234 0.63472 0.494
H 1.80563 0.41962 -1.48814 0.482
H -1.94834 -1.48999 1.21887 0.486
H 2.22365 -1.88183 3.97011 0.512
H 1.94118 1.47465 2.60327 0.520
H 0.02852 -1.14427 1.68547 0.592
H 2.82808 -0.26383 -2.45305 0.500
H -3.10973 -1.54703 -2.41030 0.503
H 1.62706 0.34265 -4.90832 0.499
H -0.43258 -5.12487 -0.81935 0.483
H -4.31407 -1.75506 0.54152 0.460
H 1.87674 -4.16553 2.18795 0.488
H 0.20554 0.76203 0.26932 0.487



Q:
58
Properties=species:S:1:pos:R:3:nbo_charge:R:1 method="wB97M-V/def2-TZVPD" charge=+1 homo_energy_ev=-13.89 homo_lumo_gap_ev=11.41 e_lumo_ev=-2.49
O -3.78488 2.12855 1.34454 -0.970
O -1.81098 -0.58444 -3.33059 -0.990
O -0.63332 1.93359 -1.22169 -1.015
O -2.96489 -1.74680 0.68541 -0.950
O 0.46745 3.04815 2.09590 -1.017
O -0.12764 -2.77524 2.10760 -1.013
O 2.24421 -2.63476 0.51778 -0.980
O 0.41459 -1.35294 -4.41412 -0.965
O -1.09789 0.33019 1.02783 -0.979
O 0.18318 1.28376 -4.05754 -0.857
O 1.28988 -1.40934 4.03072 -0.986
O 2.17169 1.96049 -2.72314 -0.970
O -1.80046 3.69353 0.72972 -0.990
O 0.15719 0.96453 4.48101 -0.966
O 1.17261 -2.69605 -2.18663 -0.973
O 0.99397 -0.30138 -2.01053 -0.969
O -1.57366 -4.17029 -0.20373 -0.955
O 2.65622 -0.04990 1.83559 -0.942
O 2.19538 2.64700 -0.17583 -0.992
H 0.36738 1.86144 4.19479 0.497
H 0.58900 -1.65440 -3.50474 0.528
H 2.51289 -3.44832 0.08352 0.491
H -2.50713 3.54533 1.35679 0.519
H 1.45059 2.74614 0.44970 0.499
H 1.68462 -2.78828 1.26608 0.495
H 1.48816 -2.36656 -1.33734 0.509
H -0.32178 3.21912 1.53879 0.515
H 2.30633 -0.93919 1.76952 0.475
H -2.24185 -4.85669 -0.13102 0.478
H -0.83771 -4.41404 0.35900 0.478
H -1.90083 4.49716 0.21812 0.497
H -2.75489 -0.43339 -3.25349 0.498
H -0.75101 -3.32047 2.59217 0.497
H 1.32868 -3.60898 -2.28414 0.477
H 3.04201 2.19918 -3.04436 0.516
H -0.37140 1.26725 -3.21268 0.550
H 1.08376 1.39914 -3.49406 0.530
H 0.65946 -0.75656 3.73525 0.499
H -0.54401 1.33252 -0.46792 0.507
H 0.39470 -2.28692 2.76558 0.501
H 0.91113 3.86791 2.33572 0.491
H -1.49756 2.31548 -1.38263 0.506
H 0.63703 0.12474 -1.23347 0.472
H -0.98566 -0.60421 1.21048 0.493
H 2.16628 -1.04230 4.16565 0.504
H 2.88968 2.67735 0.50568 0.491
H 0.89160 0.64559 5.00187 0.481
H -1.05298 0.86254 1.83305 0.502
H 1.91278 0.01278 -1.98686 0.501
H -1.37006 -0.89693 -2.53949 0.500
H -0.50684 -1.36837 -4.64344 0.504
H -3.36465 -2.56663 0.41546 0.484
H 2.14630 0.48504 1.30496 0.463
H -4.54673 1.84896 0.83806 0.490
H 1.87425 2.46788 -1.94308 0.546
H 0.34150 0.25457 -4.29800 0.543
H -2.03402 -1.88289 0.83215 0.464
H -3.24168 1.33640 1.45204 0.489



Of them, P has the lowest stability.



P:
17
Properties=species:S:1:pos:R:3:nbo_charge:R:1 method="wB97M-V/def2-TZVPD" charge=0 homo_energy_ev=-9.02 homo_lumo_gap_ev=9.98 e_lumo_ev=0.96 smiles=C1C[C@@]23C[C@]2(O1)OCO3
O 1.33642 -1.30778 -0.18458 -0.511
O -0.98405 -1.37938 -0.18045 -0.494
O 1.37843 1.02366 -0.11505 -0.506
C 1.98190 -0.12245 -0.73460 0.228
C 0.16465 -0.28520 1.70420 -0.457
C 0.18103 0.57866 0.41168 0.197
C -1.15314 1.02070 -0.11802 -0.463
C -1.59947 -0.24474 -0.78479 -0.064
C 0.15969 -0.91262 0.34454 0.465
H 1.09534 -0.21555 2.30718 0.236
H 1.81467 -0.13094 -1.81298 0.151
H -1.76766 1.29042 0.75738 0.214
H -1.08486 1.83897 -0.83633 0.242
H -0.75321 -0.32654 2.27428 0.224
H -1.21645 -0.25132 -1.81086 0.168
H -2.65338 -0.46838 -0.75770 0.195
H 3.10009 -0.10753 -0.46389 0.175



Q:
17
Properties=species:S:1:pos:R:3:nbo_charge:R:1 method="wB97M-V/def2-TZVPD" charge=0 homo_energy_ev=-9.53 homo_lumo_gap_ev=9.84 e_lumo_ev=0.31 smiles="C[C@H](C=O)OCC#CO"
O -0.13714 0.91690 -0.66240 -0.522
O -1.05803 -2.06811 0.92789 -0.501
O 4.11954 -0.58623 0.06452 -0.647
C 0.59017 1.28946 0.51322 -0.137
C -0.47438 -1.44825 0.07273 0.430
C -2.36298 0.26932 -0.13748 -0.643
C -1.02480 -0.19640 -0.65180 -0.014
C 2.91832 0.04422 0.27608 0.316
C 1.88747 0.66222 0.45972 -0.185
H 3.86410 -1.14641 -0.76738 0.502
H 0.60737 2.47777 0.59315 0.222
H -2.24514 0.92019 0.79301 0.218
H -3.03297 0.79303 -0.92065 0.223
H 0.54078 -1.71828 -0.45838 0.109
H -3.02280 -0.62235 0.08010 0.228
H 0.01699 0.97513 1.41880 0.200
H -1.18653 -0.56221 -1.60111 0.202



R:
17
Properties=species:S:1:pos:R:3:nbo_charge:R:1 method="wB97M-V/def2-TZVPD" charge=0 homo_energy_ev=-7.62 homo_lumo_gap_ev=8.51 e_lumo_ev=0.88 smiles=COc1ccc(OC)o1
O -0.18465 0.06178 -0.10119 -0.441
O -1.12511 1.77524 1.25549 -0.505
O 1.12290 -1.60626 -1.11821 -0.517
C 0.95958 -0.65642 -0.12719 0.557
C 0.64265 -1.37662 -2.51173 -0.257
C 1.22646 0.76575 1.48755 -0.339
C -0.07428 0.86991 0.96558 0.515
C 1.86709 -0.30129 0.83908 -0.362
C -2.37901 0.95225 1.25601 -0.265
H -0.38904 -1.18883 -2.57926 0.188
H 1.57652 1.45822 2.18701 0.228
H -2.70996 0.96447 0.18493 0.187
H -3.16440 1.40544 1.84374 0.197
H 2.85794 -0.66961 0.86681 0.239
H 0.89965 -0.31507 -2.85488 0.175
H -2.16231 -0.06909 1.63385 0.192
H 1.03596 -2.06985 -3.22760 0.207



Of them, Q has the lowest stability.



P:
15
Properties=species:S:1:pos:R:3:nbo_charge:R:1 method="wB97M-V/def2-TZVPD" charge=0 homo_energy_ev=-9.32 homo_lumo_gap_ev=9.97 e_lumo_ev=0.64
S 1.16358 -0.01954 1.51293 1.343
N -0.51433 0.12850 -0.22245 -0.435
N 1.49588 -1.48566 1.27665 -1.039
N 0.10303 0.10511 2.59492 -1.079
C -1.71914 0.06557 -0.13039 -0.005
C 0.15573 0.31630 -1.46355 -0.452
H 0.98461 -2.07186 1.95212 0.367
H 4.15693 0.33868 -1.37563 -0.006
H -0.30455 1.01275 -2.12100 0.195
H 0.18667 -0.55303 -2.05861 0.216
H 1.22512 0.68763 -1.23592 0.207
H -0.12838 1.12891 2.67085 0.358
H -2.38194 0.08801 -1.02779 0.140
H -2.17109 0.09277 0.86888 0.187
H 3.59636 -0.12588 -0.94916 0.003



Q:
15
Properties=species:S:1:pos:R:3:nbo_charge:R:1 method="wB97M-V/def2-TZVPD" charge=0 homo_energy_ev=-8.44 homo_lumo_gap_ev=9.26 e_lumo_ev=0.82 smiles=CCN(S)NN
S 2.10680 1.21189 0.03272 0.112
N 1.66721 -1.93484 0.24564 -0.646
N 0.64550 0.31426 0.35178 -0.433
N 0.97521 -0.99720 -0.47952 -0.350
C -0.63339 0.97836 -0.06247 -0.231
C -1.79110 0.19188 0.59534 -0.607
H -1.55010 0.30175 1.58359 0.208
H -0.91385 0.75715 -1.15345 0.190
H -2.67662 0.62712 0.30342 0.205
H 1.31590 -2.32784 1.07742 0.366
H 2.05985 1.31914 -1.41968 0.075
H -0.50515 1.94493 0.32114 0.212
H 2.55733 -1.49066 0.39492 0.332
H 1.47703 -0.86494 -1.35912 0.352
H -1.91520 -0.75847 0.20387 0.216



Of them, P has the lowest stability.